The following is a quantum chemistry calculation of a 2-piece molecular cluster, C4H10N overall, from the Open Molecules 2025 dataset.

Last column: Löwdin spin population.
Positions of all 15 atoms, in Å:
1 C 2.1980 1.3335 0.6260  0.0730
2 N 1.3211 1.4081 -0.5660  0.7341
3 C 1.1535 0.0877 -1.1113  0.0876
4 C 2.4922 -0.6368 -0.7850  0.0144
5 C 2.6803 -0.1327 0.6850  -0.0015
6 H 2.9999 2.0100 0.5158  0.0178
7 H 1.6221 1.6054 1.5739  0.0289
8 H -13.8818 -1.4143 1.1751  0.0000
9 H -13.4205 -1.1071 0.7766  0.0000
10 H 1.0073 0.1458 -2.2148  0.0081
11 H 0.2620 -0.4536 -0.7045  0.0373
12 H 2.4739 -1.7329 -0.9421  0.0010
13 H 3.2620 -0.1816 -1.4083  0.0000
14 H 3.7717 -0.2422 1.0430  -0.0005
15 H 2.0583 -0.6893 1.3365  -0.0002

## Properties
Expectation value of S²: 0.75
HOMO (alpha / beta) (hartree): -0.3382 / -0.3470
Spin multiplicity: 2
Relative energy (zero: lowest compared OMol25 entry of this formula, charge and spin) (kcal/mol): 17.5